## i
Computed, not measured: C3H4O2 as an isolated structure, with ωB97M-V with the def2-TZVPD basis set.

The total charge is 0. Its spin multiplicity is 3. The HOMO energy (alpha / beta) comes out at -6.81 / -10.67 eV.

Cartesian coordinates (Å):
1 C -0.36 0.88 1.06
2 C -0.55 -0.22 0.14
3 C 0.49 -0.39 -0.93
4 O -1.44 -1.02 0.36
5 O 0.49 0.25 1.65
6 H -0.82 1.82 1.35
7 H -0.03 -0.43 -1.89
8 H 1.01 -1.33 -0.79
9 H 1.21 0.43 -0.94

Mulliken atomic charge list, values in e, 2 entries: number 1, C, carries -0.450; number 2, C, carries 0.782

## ii
Computed, not measured: one molecule with the formula C3H4O2, with ωB97M-V with the def2-TZVPD basis set.

The total charge is 0. Its spin multiplicity is 3. The HOMO energy (alpha / beta) comes out at -6.50 / -10.44 eV.

Cartesian coordinates (Å):
1 C -1.89 1.12 0.47
2 C -0.12 1.10 0.09
3 C 1.26 0.27 -0.20
4 O -2.53 0.17 -0.07
5 O 2.28 0.84 -0.10
6 H -0.30 1.67 -0.72
7 H 0.19 1.88 0.87
8 H 1.09 -0.76 -0.46
9 H -2.22 -0.70 -0.63

Mulliken atomic charge list, values in e, 2 entries: number 1, C, carries -0.055; number 2, C, carries -0.642

## iii
Computed, not measured: C3H4O2 as an isolated structure, with ωB97M-V with the def2-TZVPD basis set.

The total charge is 0. Its spin multiplicity is 3. The HOMO energy (alpha / beta) comes out at -6.50 / -10.69 eV.

Cartesian coordinates (Å):
1 C -1.59 0.56 -0.03
2 C -0.89 -0.48 -0.49
3 C 1.06 -0.31 -0.43
4 O -1.16 0.08 1.07
5 O 1.36 0.21 0.78
6 H -2.37 1.19 -0.41
7 H 1.27 0.42 -1.18
8 H 1.51 -1.39 -0.70
9 H 0.80 -0.27 1.39

Mulliken atomic charge list, values in e, 2 entries: number 1, C, carries -0.081; number 2, C, carries -0.041

Calculated relative energies: i 0.000; ii 2.735; iii 3.118, given in eV